Record 1
ORCA calculation (wB97M-V/def2-TZVPD) on a molecular structure, H11LiO6 at a distorted geometry.

Last column: natural (NBO) charge in e.
Element x y z (Å)
1 Li 2.1732 0.2342 1.1276  0.97
2 O 0.4587 -0.0774 -0.1009  -1.31
3 H 0.7644 -0.3527 -0.9137  0.47
4 O -2.0494 0.0267 -1.4931  -0.94
5 H -1.7961 0.5620 -2.2296  0.46
6 H -1.1810 0.0407 -1.0766  0.47
7 O 0.4743 -2.8061 -0.5973  -0.94
8 H 0.5530 -3.2069 0.2733  0.46
9 H 0.5465 -1.8882 -0.3500  0.46
10 O -1.3639 -1.0662 1.9462  -0.96
11 H -2.1206 -0.6729 1.6374  0.47
12 H -0.6739 -0.8939 1.2387  0.48
13 O 0.0706 1.5193 1.8808  -1.01
14 H 0.1771 2.5300 1.6431  0.48
15 H 0.2164 0.9417 1.0707  0.49
16 O 1.0442 1.9026 -1.5612  -0.96
17 H 1.9147 1.9308 -1.5971  0.44
18 H 0.7918 1.2761 -0.8983  0.47

* 2S+1: 1
* relative energy (zero: lowest compared OMol25 entry of this formula, charge and spin): 1.2995 eV
* total energy: -465.5393 Ha

=====

Record 2
ORCA calculation (wB97M-V/def2-TZVPD) on 5 unconnected molecules or ions with the total composition H11NO4.

Last column: natural (NBO) charge in e.
Element x y z (Å)
1 N -1.5746 -0.1594 1.0778  -1.41
2 H -2.4772 -0.1564 1.5450  0.32
3 H -1.0072 -0.8050 1.6167  0.31
4 H -1.7450 -0.5579 0.1518  0.37
5 H 2.7302 -1.5692 -1.5559  0.44
6 H 1.4762 -1.0404 -0.9172  0.48
7 O 1.8176 -1.3370 -1.7762  -1.07
8 H 1.8251 0.3109 2.1582  0.43
9 H 1.0326 0.9443 0.9891  0.49
10 O 1.7655 0.3341 1.2000  -1.11
11 H -0.5513 3.0109 0.3155  0.44
12 H -1.0330 1.7081 0.9625  0.49
13 O -0.3078 2.3765 1.0110  -1.06
14 H -0.8345 -1.7843 -2.2538  0.44
15 H -0.1174 -0.4458 -2.3095  0.47
16 O -0.9993 -0.8294 -2.2150  -1.04

* 2S+1: 2
* relative energy (zero: lowest compared OMol25 entry of this formula, charge and spin): 0.0000 eV
* total energy: -362.2818 Ha
* net charge: -1

=====

Record 3
ORCA calculation (wB97M-V/def2-TZVPD) on 5 unconnected molecules or ions with the total composition H11O5.

Last column: natural (NBO) charge in e.
Element x y z (Å)
1 O -2.3045 -1.4075 -0.9550  -0.97
2 H -2.7944 -1.5554 -1.7744  0.52
3 H -2.8818 -1.7228 -0.2440  0.50
4 O 2.0053 -1.5966 -0.3554  -0.96
5 H 2.8561 -1.4886 -0.7848  0.51
6 H 2.1121 -2.3351 0.2523  0.50
7 O -1.0378 2.0145 0.8248  -0.98
8 H -1.7122 2.6023 0.4610  0.51
9 H -0.9663 2.2816 1.7541  0.50
10 O 1.5971 1.4279 0.2413  -0.97
11 H 0.9565 2.1135 0.0274  0.49
12 H 2.3946 1.7329 -0.2013  0.49
13 O -0.2315 -0.5635 0.3426  -0.83
14 H -1.0748 -0.8326 -0.1306  0.55
15 H 0.5368 -0.7846 -0.2602  0.57
16 H -0.2376 0.3727 0.6603  0.57

* 2S+1: 1
* relative energy (zero: lowest compared OMol25 entry of this formula, charge and spin): 0.5775 eV
* total energy: -382.5568 Ha
* net charge: +1

=====

Record 4
ORCA calculation (wB97M-V/def2-TZVPD) on 6 unconnected molecules or ions with the total composition H11O5S at a distorted geometry.

Last column: natural (NBO) charge in e.
Element x y z (Å)
1 S -2.8511 -0.3847 -1.0158  -0.99
2 H -3.4719 0.7258 -1.4566  0.13
3 H 1.5062 -1.5568 2.7554  0.47
4 H 2.0658 -0.2174 2.8021  0.46
5 O 2.3004 -1.0875 3.0710  -0.94
6 H 1.4675 0.2920 -0.3309  0.49
7 H 1.8792 -0.9133 -0.9876  0.46
8 O 1.9665 -0.5265 -0.1100  -0.95
9 H -1.2619 0.6500 -0.2720  0.49
10 H -0.5255 0.9271 1.0459  0.47
11 O -0.5296 1.2257 0.1293  -1.05
12 H 0.3536 2.2670 -1.1208  0.50
13 H -0.0331 3.2567 -2.1357  0.46
14 O 0.7535 2.9123 -1.7552  -0.98
15 H -1.6553 -1.9126 -0.1564  0.49
16 H -0.7234 -2.9327 -0.6348  0.45
17 O -1.2411 -2.7250 0.1724  -0.96

* 2S+1: 1
* relative energy (zero: lowest compared OMol25 entry of this formula, charge and spin): 1.2821 eV
* total energy: -781.0404 Ha
* net charge: -1